(1)
Entry from the Open Molecules 2025 dataset: a cluster of 2 separate species, C2H4N4 in total at a distorted geometry (wB97M-V/def2-TZVPD).

Summary:
Relative energy (zero: lowest compared OMol25 entry of this formula, charge and spin): 115.58 kcal per mole
E_tot: -297.4601 Ha

```
10
Properties=species:S:1:pos:R:3:forces:R:3
C 0.7691 0.3805 1.9916 0.75 4.54 -4.45
C -0.3431 1.0163 1.1601 2.26 -3.10 0.94
N -0.9089 -2.4922 -2.3944 -0.49 -1.30 -0.05
N -0.5495 -1.4467 -2.2766 -0.54 -1.10 -0.66
N -0.1054 -0.3655 -2.0370 1.24 2.15 1.12
N 0.0355 -0.1343 0.7902 -0.53 1.05 -0.04
H 1.7423 0.9553 1.8119 -1.03 -1.61 0.48
H 0.5618 -0.0227 2.8758 -0.68 -1.57 3.56
H -0.9699 1.7977 0.8365 -0.76 0.62 -0.18
H -0.2319 0.3117 -2.7580 -0.22 0.31 -0.72
```
Positions in Å, forces in eV/Å.

---

(2)
Entry from the Open Molecules 2025 dataset: a cluster of 2 separate species, C5H10N in total at a distorted geometry (wB97M-V/def2-TZVPD).

Summary:
Relative energy (zero: lowest compared OMol25 entry of this formula, charge and spin): 143.00 kcal per mole
E_tot: -250.7774 Ha
Total charge: +1

```
16
Properties=species:S:1:pos:R:3:forces:R:3
C 0.2433 -1.0588 2.0996 -1.47 0.40 0.43
C -0.9721 -0.7307 2.3642 1.51 -0.44 -0.26
C 1.9997 -0.1699 -0.9360 -1.36 -0.15 0.17
C -1.3650 0.7485 -0.8941 -0.24 -0.01 0.12
C -0.6230 -0.3000 -0.1629 1.11 -0.14 -0.88
N -0.3089 -0.0326 1.2053 -0.07 0.59 0.11
H 1.1549 -1.6007 2.1778 0.44 -0.19 -0.02
H -1.9230 -0.7453 2.8407 -0.45 0.04 0.11
H 1.8727 -0.7948 -1.7966 0.03 -0.17 -0.23
H 2.0015 0.8907 -1.0763 0.05 0.36 -0.01
H 2.4544 -0.5904 -0.0634 0.21 -0.10 0.27
H -1.0037 1.7464 -0.6612 0.08 0.16 -0.05
H -2.4341 0.7148 -0.6447 0.01 0.02 0.01
H -1.2919 0.5838 -1.9644 0.08 0.02 -0.08
H -0.8110 -1.3402 -0.3780 0.06 -0.13 0.15
H -0.0231 0.9406 1.3478 0.02 -0.25 0.17
```
Positions in Å, forces in eV/Å.

---

(3)
Entry from the Open Molecules 2025 dataset: the molecule C5H11NO at a distorted geometry (wB97M-V/def2-TZVPD).

Summary:
Relative energy (zero: lowest compared OMol25 entry of this formula, charge and spin): 78.14 kcal per mole
E_tot: -327.0068 Ha
Structure (SMILES): C=CCCNCO

```
18
Properties=species:S:1:pos:R:3:forces:R:3
C 0.6781 0.2654 -3.5238 -1.99 2.12 1.43
C 0.6440 -0.1044 -2.1921 -0.22 1.06 -3.53
C -0.6420 -0.0975 -1.4086 0.48 -1.30 0.91
C -0.5517 -0.8375 -0.0643 0.31 -0.38 1.47
N 0.1815 -0.0651 0.9562 0.80 2.44 -1.51
C -0.0155 -0.2328 2.3383 -1.25 -1.60 2.50
O -0.1462 0.9128 3.2780 1.55 1.13 -2.66
H 1.4917 0.8495 -4.0373 -0.26 -1.78 0.49
H -0.3467 0.5687 -3.9746 1.64 -0.62 0.68
H 1.5758 -0.4281 -1.7870 0.45 0.15 0.91
H -1.3994 -0.6620 -1.9236 -0.34 -0.12 -0.71
H -1.0867 0.8999 -1.2453 0.52 -0.20 -0.09
H 0.0000 -1.8244 -0.0730 -0.82 0.81 -0.77
H -1.5935 -1.0486 0.2596 0.39 0.07 0.11
H 0.2776 0.9217 0.6919 -0.08 -0.65 0.16
H -0.9572 -0.8362 2.4165 0.27 0.70 0.49
H 0.7211 -0.8844 2.8453 0.27 0.31 -0.54
H 0.5391 1.6381 3.0132 -1.73 -2.12 0.67
```
Positions in Å, forces in eV/Å.